The following is a quantum chemistry calculation of a 13-piece molecular cluster, C74H67N11O28 overall in a non-equilibrium geometry, from OMol25.

```
! wB97M-V def2-TZVPD RIJCOSX def2/J DEFGRID3
* xyz 0 1
O 10.565 23.619 16.787
O 9.597 19.592 21.848
O 11.499 13.910 14.379
O 15.896 10.890 22.109
H 9.997 15.248 10.619
C 17.626 14.342 21.074
C 11.938 18.545 11.378
C 10.793 18.569 10.572
C 19.192 12.639 21.861
H 9.063 17.437 13.147
H 16.215 12.355 14.637
N 16.903 12.138 17.043
C 13.824 26.287 21.637
H 12.627 25.046 20.249
H 13.427 18.528 15.656
C 9.660 24.450 21.371
O 16.473 11.148 16.492
C 10.051 17.657 15.060
H 16.041 14.855 22.391
H 16.686 25.259 23.088
C 16.484 13.373 15.022
C 14.254 24.049 21.111
H 10.805 17.602 17.110
C 16.266 18.902 19.390
H 10.417 19.487 10.161
H 15.285 18.916 19.758
H 9.195 22.157 18.906
C 16.357 14.551 14.385
C 12.175 13.176 20.757
O 12.744 22.773 20.015
C 16.906 14.182 22.237
H 13.864 9.251 16.193
H 9.836 17.189 19.715
C 10.517 16.171 10.872
O 14.376 18.160 12.557
O 14.365 16.016 20.888
H 13.142 11.391 16.937
H 14.100 24.631 17.506
C 17.778 19.602 17.661
O 11.988 24.775 17.972
O 9.472 14.869 22.171
H 12.684 20.010 17.474
C 12.875 18.503 18.961
C 15.466 23.996 21.837
H 19.902 19.174 17.811
C 9.602 21.684 21.031
C 14.979 22.122 15.423
H 15.739 20.140 17.745
N 13.491 16.838 20.622
H 17.186 17.617 20.886
H 16.192 23.405 16.641
O 9.278 19.354 13.645
C 12.871 10.414 13.193
C 15.026 20.395 23.598
O 9.620 19.852 19.689
H 16.855 13.369 24.143
O 14.573 11.668 23.669
H 15.714 19.740 23.076
H 14.249 16.190 16.156
H 9.172 17.403 9.810
H 14.154 15.368 18.441
C 12.755 20.839 24.252
H 11.862 15.281 12.349
H 9.052 24.479 19.257
C 13.442 25.147 20.956
C 14.222 12.235 21.479
H 17.441 14.543 17.990
C 9.663 16.216 21.638
C 17.135 15.853 16.290
C 16.855 13.407 16.362
H 17.276 14.989 20.280
C 17.378 13.339 23.222
H 8.409 17.541 22.909
H 11.692 20.646 24.254
O 19.300 14.624 19.032
N 12.149 13.346 15.217
C 17.338 18.231 19.969
C 13.382 9.519 14.124
O 14.270 23.822 26.613
O 11.144 20.583 13.484
C 12.315 17.354 11.918
C 9.862 16.167 20.169
H 14.561 13.160 18.240
C 10.091 17.399 10.372
C 9.816 22.219 22.285
C 12.640 12.044 14.909
H 15.268 27.207 22.964
H 18.817 11.871 23.846
C 14.810 12.442 20.248
O 19.455 16.914 20.921
O 12.430 13.808 16.321
N 19.671 17.653 19.999
H 11.106 13.316 20.977
C 17.160 14.596 16.974
H 10.234 24.063 23.392
C 18.590 18.251 19.345
H 10.483 16.743 22.117
C 18.872 19.026 18.266
O 20.766 17.912 19.560
H 13.264 27.164 21.505
H 17.641 16.673 16.830
O 11.126 18.576 14.578
C 15.215 23.123 16.362
C 13.670 20.056 23.553
O 7.502 15.857 22.252
C 13.222 21.890 24.983
H 16.483 16.701 14.458
C 13.870 16.808 16.960
H 13.621 20.979 14.234
O 16.157 23.580 25.724
C 16.645 15.771 15.011
H 13.370 19.188 22.994
C 14.079 23.755 16.829
N 14.975 11.570 22.520
H 9.341 18.513 16.917
C 13.753 21.719 14.971
H 12.518 22.483 25.605
C 11.636 16.133 11.757
C 13.840 16.377 18.239
N 13.853 22.799 20.472
H 15.990 14.520 13.339
O 7.636 13.627 22.365
C 8.940 18.032 14.071
H 16.045 23.100 21.928
O 12.722 17.272 21.412
C 9.907 17.649 16.569
H 9.920 21.622 23.167
C 18.808 13.592 20.924
C 18.473 12.530 23.047
C 9.947 23.595 22.443
C 12.533 11.723 13.580
H 7.925 17.548 21.230
H 12.456 19.399 11.641
N 19.589 13.708 19.756
C 13.511 9.922 15.418
H 12.651 10.079 12.154
C 9.324 23.855 20.148
N 15.025 23.275 25.846
C 10.633 19.596 13.904
C 16.538 19.623 18.215
O 14.705 21.911 20.446
O 17.486 12.115 18.125
N 13.487 17.357 12.743
C 12.967 18.969 17.674
C 12.777 23.294 16.448
H 10.798 15.731 19.965
H 12.182 12.448 12.841
H 9.183 15.492 19.636
H 12.161 13.930 18.820
C 13.360 17.222 19.243
C 8.345 16.939 22.036
C 15.801 25.185 22.461
C 9.332 22.517 19.924
H 10.434 16.743 14.740
H 9.373 16.718 16.841
H 9.685 25.562 21.495
C 14.985 26.316 22.421
C 8.167 14.674 22.273
C 14.120 13.043 19.220
H 17.910 20.226 16.775
O 13.466 16.473 13.563
O 20.407 12.883 19.470
N 9.614 20.279 20.849
H 20.104 12.080 21.866
C 12.940 12.571 21.759
C 15.480 21.440 24.332
H 15.804 21.566 14.999
H 16.547 21.587 24.549
N 11.700 23.927 17.127
C 12.783 13.416 19.548
H 12.462 12.260 22.686
H 15.835 12.154 20.056
C 13.092 11.134 15.846
H 7.915 17.928 14.421
H 12.444 19.057 19.800
C 13.490 18.159 16.694
H 13.632 8.515 13.846
C 14.549 22.200 25.030
H 11.553 22.187 15.266
C 12.600 22.311 15.521
*
```

DFT total energy   -151515.1123 eV
LUMO energy   -1.172 eV
E_HOMO   -9.433 eV
M   1558.4 g/mol
Kohn-Sham gap   8.26 eV


The following is a quantum chemistry calculation of a 13-piece molecular cluster, C75H170N6O13 overall in a non-equilibrium geometry, from OMol25.

```
! wB97M-V def2-TZVPD RIJCOSX def2/J DEFGRID3
* xyz 0 1
H 18.378 -5.356 15.130
H 9.000 -4.822 8.790
N 9.824 -13.184 8.601
H 18.959 -2.383 16.464
H 11.157 -13.982 6.249
H 13.403 2.397 11.095
H 22.813 -1.989 6.983
H 11.265 1.831 14.228
H 8.744 -1.140 8.496
H 16.803 -7.436 14.576
H 14.025 -6.958 7.711
H 16.545 -5.561 16.375
C 16.295 0.616 7.969
H 8.094 -12.420 8.757
C 14.024 -0.269 7.153
H 23.188 -8.118 10.897
C 16.763 0.333 4.185
N 14.307 0.610 13.087
C 17.141 -5.789 5.005
C 8.257 -7.910 12.375
H 10.792 -10.930 12.466
H 17.022 -2.933 15.055
H 10.182 -10.836 9.890
H 14.223 -10.058 9.997
H 9.489 -7.027 10.847
C 8.238 -14.933 7.861
C 15.007 -10.593 9.455
H 23.026 -1.261 8.680
H 10.792 -16.200 7.484
C 13.916 -0.232 10.945
C 23.195 -2.096 7.996
H 10.723 -11.020 15.804
C 19.758 -3.557 8.704
H 17.221 -10.401 13.653
H 19.488 -7.581 10.061
H 12.430 0.717 9.770
H 10.203 -12.308 10.945
H 19.682 -3.796 11.457
C 8.960 -3.738 8.652
C 7.980 -2.285 12.193
H 12.645 -8.341 8.977
N 16.012 -0.948 6.055
C 7.873 -1.521 9.039
N 6.864 -3.692 9.925
H 22.512 -4.239 6.879
H 15.830 -4.161 17.050
H 15.852 -11.445 12.176
C 17.042 -9.631 14.404
H 6.757 -4.747 8.397
H 21.943 -5.311 8.182
O 6.214 -4.011 8.703
H 4.416 -4.626 10.284
H 14.007 2.897 14.647
H 15.576 -11.020 15.120
H 12.052 -6.903 12.189
H 17.889 -8.033 13.317
H 8.542 -3.588 7.657
H 7.444 -6.857 13.985
H 15.873 0.097 3.591
H 14.475 -3.829 8.659
H 17.787 -5.363 4.240
H 20.905 -9.197 12.380
O 14.937 0.517 14.347
C 12.565 0.491 10.830
C 14.756 -4.003 9.697
H 9.749 -14.827 5.598
H 13.151 -11.197 14.922
H 14.782 0.268 10.508
H 9.988 -3.400 8.771
H 14.214 1.242 5.227
H 18.571 -2.644 10.835
C 23.932 -4.107 9.273
H 17.498 -11.786 11.550
C 10.609 -15.488 8.295
C 13.628 2.895 13.624
H 13.249 -11.079 13.170
H 11.617 -11.211 10.688
H 16.281 -2.275 3.638
H 19.317 -0.953 9.289
O 16.156 -2.064 6.927
H 5.411 -5.227 11.560
H 13.005 -13.466 9.526
H 13.379 -0.493 6.304
H 22.249 -7.589 9.594
H 22.760 -3.238 11.532
C 11.962 1.035 13.954
H 17.985 -1.903 3.492
H 4.081 -3.953 11.814
C 20.453 -2.652 9.728
C 18.280 -3.157 16.830
H 8.184 -15.858 7.288
H 16.433 -0.502 12.267
C 16.441 -11.696 11.296
H 18.820 -3.954 17.341
H 17.235 -5.624 9.847
H 17.171 2.136 5.421
C 21.968 -4.280 7.828
H 19.863 -2.109 11.852
H 8.888 -9.536 11.509
H 20.369 -6.062 10.077
C 19.971 -6.856 10.715
H 12.396 -11.039 8.472
C 13.943 -5.898 12.233
H 15.784 -2.051 11.554
H 9.772 -9.627 15.168
H 15.720 -9.769 16.208
O 10.648 -10.092 12.916
C 8.813 -2.698 10.988
H 5.786 -1.016 10.893
C 11.764 -5.174 10.063
H 15.501 -4.480 15.374
H 11.215 -7.289 8.771
C 15.674 -1.281 12.317
H 9.546 -1.880 10.953
H 14.778 -7.012 5.477
H 11.391 0.226 13.499
H 15.077 -10.105 8.480
H 24.635 -3.401 9.719
H 17.430 -2.950 4.815
H 24.280 -2.008 7.860
C 15.231 -5.817 11.434
C 16.953 -8.238 13.853
H 16.533 -5.490 8.248
H 19.299 -0.763 5.002
H 20.952 -0.458 9.818
H 11.692 -13.929 10.647
C 20.549 -3.821 7.428
C 17.186 -2.073 4.215
H 18.570 -1.209 6.618
H 12.309 -1.523 12.362
H 23.663 -4.919 9.950
H 8.008 -15.152 8.905
C 10.755 -11.705 10.226
C 9.665 -14.381 7.754
C 16.348 -5.874 9.249
H 16.679 -8.778 10.008
C 15.578 -7.755 5.582
H 10.690 -5.265 10.249
C 5.221 -1.896 10.598
H 6.348 -6.894 12.688
H 12.247 0.654 14.940
C 6.690 -3.104 12.294
O 8.022 -9.144 11.671
C 16.288 -4.525 16.127
H 15.936 -6.637 11.571
C 11.969 -14.976 8.704
H 16.087 1.609 8.372
H 21.867 -9.134 10.359
C 15.726 -9.930 15.127
H 13.562 -4.870 12.168
C 11.945 -13.737 9.606
O 8.893 -12.177 8.277
H 10.140 -16.049 9.106
C 16.715 -7.214 4.651
H 15.206 -8.727 5.265
H 16.133 -0.198 8.677
H 16.497 -6.956 9.368
C 19.639 -2.791 11.030
C 18.499 -0.593 5.719
H 15.111 2.300 6.416
N 21.821 -3.049 9.910
H 7.771 -1.212 12.223
H 17.559 0.542 3.468
H 24.434 -4.535 8.404
C 17.097 -0.821 5.094
C 13.231 -1.662 12.927
H 21.675 -6.729 12.075
H 8.690 -5.852 11.808
C 21.112 -7.472 11.499
H 15.748 -4.902 11.748
H 7.033 -4.066 12.680
O 22.470 -2.476 11.019
H 17.113 -10.914 9.433
H 12.797 3.598 13.581
H 20.046 -4.409 6.659
H 18.828 -3.046 8.419
H 11.695 -0.100 11.115
C 11.120 -12.595 9.037
H 14.065 -1.150 7.794
H 9.471 -3.536 11.249
C 16.353 -10.649 10.178
C 10.769 -10.023 15.368
C 10.068 -14.065 6.313
H 20.682 -1.085 8.181
H 15.804 -1.870 13.231
O 18.151 -9.773 15.282
H 11.366 -8.281 10.170
C 12.943 -6.812 11.565
O 20.557 -8.309 12.527
H 14.152 -6.094 13.285
H 6.081 -2.616 13.058
H 17.438 -9.004 4.497
C 7.043 -7.537 13.224
C 8.113 -2.925 9.659
C 20.389 -1.174 9.225
H 19.376 -4.528 9.032
H 17.378 0.660 7.834
C 12.714 1.772 11.667
H 20.583 -2.840 6.932
H 13.426 -7.797 11.531
C 5.927 -3.212 10.943
H 14.826 -9.513 14.678
C 17.489 -3.710 15.664
H 17.684 -2.629 17.576
H 15.634 -3.370 9.875
H 11.217 -9.350 16.101
H 7.499 -14.224 7.488
C 14.271 -0.667 12.356
H 9.775 -13.102 5.887
O 13.713 -6.095 8.005
H 16.362 -7.227 3.617
H 18.364 -8.956 15.738
H 7.725 -0.799 9.841
H 15.890 -7.757 6.626
H 4.196 -1.873 10.968
H 13.500 0.538 7.676
H 7.792 -6.933 10.558
O 18.295 -4.468 14.767
H 7.055 -1.519 8.319
N 13.908 -6.242 9.409
C 8.534 -6.829 11.349
H 16.207 -8.234 13.056
H 14.039 -3.588 10.408
C 16.357 1.644 4.883
H 12.074 -12.141 13.936
H 11.144 -11.286 7.237
H 13.488 -2.712 12.763
H 13.793 -1.078 10.253
H 14.442 3.218 12.973
H 12.109 -9.112 13.933
C 11.520 -10.030 14.035
H 8.604 -2.494 13.065
H 16.074 2.412 4.156
H 11.875 -4.615 9.133
H 11.946 -4.432 10.850
O 16.629 -9.375 10.766
C 11.955 -7.668 9.483
H 12.473 -14.634 7.788
C 15.128 1.411 5.786
H 17.578 -5.684 5.996
H 14.641 -11.616 9.332
H 15.812 0.889 14.196
H 13.018 -1.491 13.980
C 22.149 -8.092 10.557
H 15.574 -2.670 6.453
H 18.585 0.424 6.108
H 19.328 -6.331 11.422
H 5.086 -1.906 9.513
H 12.541 -12.375 7.382
C 15.439 0.221 6.743
C 13.159 1.535 13.122
H 16.156 -12.682 10.926
H 11.748 2.283 11.577
H 6.669 -8.413 13.746
H 9.069 -8.038 13.094
C 22.707 -3.321 8.786
H 16.187 -5.256 4.980
C 12.636 -6.427 10.107
C 11.805 -11.790 7.938
C 12.556 -11.160 14.011
H 12.683 -15.744 9.010
C 4.911 -4.326 11.215
O 17.779 -8.166 4.819
C 15.048 -5.478 9.924
*
```

DFT total energy   -116080.4218 eV
LUMO energy   0.363 eV
E_HOMO   -7.935 eV
Energy above the lowest of the compared OMol25 structures with the same formula, charge and spin   58.2 kcal/mol
M   1364.2 g/mol
Kohn-Sham gap   8.30 eV